# 1
# C24H37Cl14NO3

A cluster of 8 separate species, C24H37Cl14NO3 in total at a distorted geometry (wB97M-V/def2-TZVPD, the Open Molecules 2025 dataset).

XYZ file:
```
79
Properties=species:S:1:pos:R:3:forces:R:3
C -5.0637 0.2733 -3.3111 -0.6 0.0 0.6
O -4.0669 0.3138 -4.3792 0.1 -1.0 0.8
C -3.0843 -0.7599 -4.1875 -0.4 0.1 1.3
C -2.4687 -0.5522 -2.7199 1.3 -0.5 2.2
C -1.5309 0.6558 -2.3548 -1.1 -2.6 2.9
C -1.0101 0.8078 -0.8785 -1.9 -2.5 -1.0
C -1.3868 -0.2215 0.2491 -1.6 -0.7 -4.0
C -2.2972 -1.3864 -0.1822 -0.1 0.8 -2.5
C -2.8363 -1.5791 -1.6266 2.3 2.6 1.1
C -3.7150 -2.8965 -1.6507 -0.8 -1.2 -1.3
O -4.2646 -3.5404 -2.5867 2.1 2.9 3.2
N -3.8100 -3.4186 -0.2608 0.9 2.6 -0.5
C -2.9317 -2.5982 0.6217 0.5 0.4 2.4
O -2.7575 -2.8519 1.8352 -0.7 0.8 -4.2
H -6.0826 0.6072 -3.7050 1.6 -0.3 0.2
H -4.7796 0.9591 -2.4252 -0.3 -1.0 -1.4
H -5.2098 -0.7876 -2.8866 0.3 1.5 -0.8
H -2.2876 -0.7819 -5.0007 -1.1 0.6 1.1
H -3.6627 -1.7427 -4.2360 1.0 1.1 0.3
H -1.2534 1.4444 -3.1509 -0.6 -1.5 1.5
H -0.3317 1.7066 -0.6314 -1.4 -1.8 -0.5
H -1.0439 -0.1349 1.3276 -0.4 0.0 -1.7
H -4.8045 -3.3727 0.0394 1.0 -0.5 -0.1
Cl -1.2058 -6.9115 -3.2405 0.0 0.0 0.0
C -2.3991 -6.5787 -1.9597 -0.1 0.1 0.2
C -1.9276 -7.0594 -0.6021 -0.1 0.3 0.0
Cl -1.8737 -8.8375 -0.4994 0.0 0.0 0.0
H -3.3430 -7.0463 -2.2445 0.2 0.0 0.0
H -2.5483 -5.4980 -1.9380 0.0 -0.1 0.0
H -2.6187 -6.7186 0.1713 0.0 0.0 -0.1
H -0.9338 -6.6763 -0.3637 -0.1 -0.1 -0.1
Cl 0.5646 3.2778 0.8568 0.2 0.2 0.2
C -0.6331 3.6239 2.1303 -0.2 0.1 0.2
C -0.1678 3.1559 3.4941 0.0 0.3 0.0
Cl -0.1189 1.3787 3.6094 -0.3 -0.1 -0.4
H -1.5765 3.1540 1.8454 0.2 0.0 0.0
H -0.7808 4.7055 2.1389 0.1 -0.1 0.0
H -0.8610 3.5037 4.2623 0.0 0.0 -0.1
H 0.8256 3.5393 3.7336 -0.1 -0.1 -0.1
Cl 2.3253 -1.8140 1.8319 0.0 0.1 0.0
C 1.7705 -2.7979 3.2102 -0.2 -0.2 0.4
C 1.7697 -2.0151 4.5077 -0.4 0.0 -0.1
Cl 3.4190 -1.6322 5.0653 0.1 0.0 0.0
H 2.4087 -3.6816 3.2734 -0.1 0.4 0.0
H 0.7559 -3.1269 2.9755 0.0 0.1 0.1
H 1.2989 -2.6056 5.2960 0.1 0.0 -0.1
H 1.2199 -1.0770 4.4108 0.2 0.0 0.0
Cl 6.5261 -6.1902 0.2587 0.0 0.0 0.0
C 5.4689 -4.7754 0.0253 -0.1 0.2 0.0
C 5.0651 -4.1395 1.3403 0.2 0.3 -0.2
Cl 3.9631 -5.1789 2.2788 0.2 -0.3 -0.1
H 4.5982 -5.0947 -0.5501 0.1 0.0 0.2
H 6.0298 -4.0572 -0.5760 0.0 0.0 0.1
H 4.5342 -3.2048 1.1524 0.0 -0.1 0.0
H 5.9336 -3.9183 1.9630 -0.1 -0.2 -0.1
Cl -0.1542 2.9404 -5.1121 0.1 0.0 0.0
C -1.2261 4.3443 -5.3666 -0.3 0.3 -0.1
C -1.6372 4.9939 -4.0614 0.0 -0.2 0.0
Cl -2.7299 3.9557 -3.1133 -0.1 -0.1 0.1
H -2.0921 4.0086 -5.9398 0.1 -0.1 0.1
H -0.6706 5.0595 -5.9769 0.0 0.0 0.1
H -2.1766 5.9220 -4.2624 0.1 -0.1 -0.1
H -0.7664 5.2328 -3.4381 -1.0 -0.7 -0.5
Cl 3.2641 8.2827 -4.4840 0.0 0.0 0.0
C 3.3358 6.7477 -3.5835 0.0 -0.1 0.1
C 2.1051 5.8933 -3.8117 0.3 -0.2 -0.1
Cl 0.6472 6.6027 -3.0701 1.1 1.0 0.4
H 3.4718 6.9813 -2.5262 -0.1 0.0 -0.1
H 4.2241 6.2174 -3.9322 -0.1 0.0 0.0
H 2.2457 4.9113 -3.3558 0.0 0.1 0.0
H 1.9078 5.7494 -4.8754 0.0 0.1 0.1
Cl 3.0320 4.0953 8.1326 0.0 0.0 0.0
C 2.8526 2.3350 8.3413 0.0 -0.2 0.0
C 3.1148 1.5768 7.0554 0.2 0.0 0.2
Cl 1.8459 1.8593 5.8372 0.3 -0.1 0.3
H 1.8495 2.1401 8.7247 0.1 0.1 -0.1
H 3.5733 2.0319 9.1034 0.0 0.0 -0.1
H 3.1283 0.5034 7.2540 -0.1 0.1 0.0
H 4.0742 1.8532 6.6147 -0.2 0.0 0.0
```
Forces are in eV/Å.

Properties
Kohn-Sham gap   8.361 eV
Total charge   0

# 2
# C4H3IN2

A cluster of 2 separate species, C4H3IN2 in total at a distorted geometry (wB97M-V/def2-TZVPD, the Open Molecules 2025 dataset).

XYZ file:
```
10
Properties=species:S:1:pos:R:3:forces:R:3
C -2.7138 -2.9929 0.0805 -0.1 0.1 0.4
C 0.2498 -0.0658 -0.1078 1.0 2.7 0.6
C -0.6591 0.8544 -0.1000 -1.6 -5.8 0.2
C -2.8515 -0.5818 0.0609 1.8 1.3 0.2
N -2.6908 -4.1288 0.0120 -0.2 -2.2 -0.3
N -2.5180 -1.7364 0.2270 0.0 2.1 -0.4
I -4.6393 0.5549 -0.1028 -0.2 -0.3 -0.1
H 1.1977 0.5778 -0.0468 -0.3 -2.0 -0.3
H 0.0803 -1.1274 0.0105 0.4 0.0 -0.1
H -0.8607 1.8121 -0.1974 -0.8 4.3 -0.3
```
Forces are in eV/Å.

Properties
Kohn-Sham gap (alpha / beta)   7.875 / 7.241 eV
Total charge   0
Energy relative to the best compared isomer or geometry (same formula, charge and spin)   119.87 kcal/mol

# 3
# C28H31N4

A cluster of 2 separate species, C28H31N4 in total at a distorted geometry (wB97M-V/def2-TZVPD, the Open Molecules 2025 dataset).

XYZ file:
```
63
Properties=species:S:1:pos:R:3:forces:R:3
C 4.1146 -3.9441 -0.2032 -0.1 0.0 0.3
C 5.3139 -3.0533 -0.5231 0.1 -0.3 -0.4
N 5.0166 -1.6813 -0.2116 -0.7 0.1 0.1
C 6.0273 -0.6530 -0.1149 0.3 0.3 0.0
C 5.2096 0.6429 0.1148 0.7 0.6 0.2
C 3.7765 0.2245 -0.0064 -1.1 0.1 -0.1
C 2.5719 0.8919 0.0462 0.2 -0.4 0.1
C 1.3308 0.1793 -0.1573 0.1 -0.4 -0.3
C 0.0874 0.8200 0.0696 0.6 -1.5 -0.4
C -1.1542 0.1366 0.1632 -0.4 -0.6 0.3
C -2.3750 0.8237 -0.1662 -0.1 -0.2 0.1
C -3.5817 0.1637 -0.1612 1.1 -0.1 0.1
C -3.5760 -1.2301 0.0360 -0.2 -0.2 0.1
N -4.8200 -1.7435 -0.0626 0.5 0.0 -0.1
C -5.1237 -3.1227 0.2017 -0.1 -0.2 0.4
C -3.9077 -3.9972 -0.1020 0.1 0.0 -0.3
C -2.5816 -3.4595 0.4742 0.1 -0.5 0.6
C -2.4279 -1.9759 0.3491 0.2 0.7 0.1
C -1.2584 -1.2522 0.5445 -0.4 0.1 -0.7
C -5.8272 -0.7142 -0.1922 -0.3 0.2 0.0
C -5.0024 0.5852 -0.3648 -0.7 0.6 -0.3
C 1.4252 -1.1972 -0.5841 0.5 -0.2 0.7
C 2.6079 -1.9154 -0.4838 -0.4 0.7 -0.1
C 3.7667 -1.1708 -0.2117 0.4 -0.3 -0.1
C 2.7689 -3.3873 -0.7080 -0.1 -0.5 -0.6
H 4.2883 -4.9324 -0.6389 -0.1 0.1 0.1
H 4.0555 -4.0685 0.8854 0.0 0.0 -0.2
H 6.1939 -3.3507 0.0630 -0.2 0.0 -0.1
H 5.5881 -3.1543 -1.5902 -0.1 0.1 0.2
H 6.7228 -0.8669 0.7084 -0.2 0.0 -0.1
H 6.6273 -0.6082 -1.0377 -0.2 0.0 0.2
H 5.4382 1.0475 1.1090 -0.1 0.0 -0.2
H 5.4910 1.3973 -0.6297 -0.2 -0.1 0.2
H 2.5279 1.9543 0.2801 0.0 -0.3 -0.1
H 0.0852 1.9225 0.1681 -0.2 -0.7 -0.1
H -2.3098 1.8593 -0.4825 0.0 -0.3 0.1
H -5.4308 -3.2524 1.2565 0.0 0.1 -0.2
H -5.9818 -3.4038 -0.4234 0.2 -0.1 0.1
H -4.0955 -5.0010 0.2895 0.1 0.1 -0.1
H -3.8033 -4.0808 -1.1912 -0.1 0.0 0.2
H -2.4970 -3.7468 1.5327 0.0 0.0 -0.2
H -1.7499 -3.9513 -0.0476 -0.2 0.0 0.2
H -0.3886 -1.7618 0.9629 -0.2 0.2 -0.2
H -6.4880 -0.9171 -1.0457 0.2 0.0 0.1
H -6.4641 -0.6787 0.7060 0.2 0.0 -0.1
H -5.3271 1.3322 0.3702 0.2 -0.1 -0.2
H -5.1706 1.0019 -1.3662 0.1 0.0 0.2
H 0.5392 -1.7061 -0.9645 0.2 0.2 0.2
H 2.6665 -3.6022 -1.7826 0.0 0.0 0.2
H 1.9539 -3.9231 -0.2047 0.2 0.0 -0.1
N -0.1800 3.4655 0.3625 -0.2 2.4 0.5
C -1.3828 4.0738 0.3026 0.6 0.7 -0.1
C -1.5620 5.4506 0.2779 0.2 -0.4 0.1
C -0.4355 6.2908 0.4030 0.1 -0.4 0.0
N -0.5590 7.6398 0.4028 0.0 0.5 0.0
C 0.8230 5.6607 0.5399 -0.1 -0.4 0.0
C 0.8964 4.2735 0.4991 -0.9 0.4 -0.1
H -2.2673 3.4449 0.2725 0.2 0.1 0.0
H -2.5684 5.8549 0.1841 0.2 0.0 0.1
H 0.2434 8.2448 0.5133 -0.2 -0.3 0.0
H -1.4603 8.0893 0.3085 0.3 -0.3 0.0
H 1.7317 6.2437 0.6784 -0.2 -0.1 -0.1
H 1.8681 3.7887 0.5822 -0.2 0.1 0.0
```
Forces are in eV/Å.

Properties
Kohn-Sham gap   6.014 eV
Total charge   +1
Energy relative to the best compared isomer or geometry (same formula, charge and spin)   8.99 kcal/mol

# 4
# C4H11N3

The molecule C4H11N3 at a distorted geometry (wB97M-V/def2-TZVPD, the Open Molecules 2025 dataset).

XYZ file:
```
18
Properties=species:S:1:pos:R:3:forces:R:3
H -2.2020 -0.3093 -1.9043 -0.1 0.0 0.0
N -1.8594 0.5350 -2.3609 0.1 -0.1 0.0
C -0.7417 0.8917 -1.8693 0.0 -0.1 0.3
N -0.0383 0.3393 -0.8305 0.1 0.5 -0.7
C -0.4189 -0.8539 -0.1700 -0.1 -2.1 0.6
C 0.5544 -1.3642 0.9360 -0.3 0.8 0.2
C 1.4595 -0.3124 1.6018 0.4 -1.1 -1.0
N 0.7465 0.8552 2.0321 0.2 0.5 0.2
H -0.2381 1.7763 -2.2534 -0.1 0.0 -0.2
H 0.8996 0.6869 -0.7343 -0.1 -0.1 0.3
H -1.4403 -0.8694 0.2321 0.1 0.9 0.1
H -0.4787 -1.7306 -0.8390 0.1 0.4 -0.5
H 1.1687 -2.1569 0.5149 0.2 0.0 0.1
H -0.0536 -1.8124 1.7264 0.0 -0.1 -0.1
H 2.2012 -0.0146 0.8415 -0.1 0.2 0.2
H 2.0544 -0.8553 2.3573 -0.2 0.3 0.1
H 1.3873 1.4761 2.5142 -0.4 0.0 0.1
H -0.0590 0.6604 2.6107 0.1 -0.1 0.1
```
Forces are in eV/Å.

Properties
Kohn-Sham gap   9.441 eV
Total charge   0
Energy relative to the best compared isomer or geometry (same formula, charge and spin)   35.91 kcal/mol

Which of these has the highest total charge? C28H31N4

What is the total charge in the first record? 0

Number 3 is which compound? C28H31N4

Which value of total charge does entry 1 give? 0